DFT (the ωB97M-V functional and the def2-TZVPD basis) results for C23H31BN10STi as an isolated structure.

The geometry in XYZ format:
```
67
Properties=species:S:1:pos:R:3
Ti 0.64939 -0.20738 -0.41880
C 1.50666 -3.42069 0.98352
C 0.09721 -2.94583 0.92892
C -1.03817 -3.61187 1.30802
C -2.11768 -2.75552 1.04363
C -3.57612 -2.98621 1.25355
N -1.64226 -1.62310 0.54342
N -0.26299 -1.71077 0.45226
B -2.36679 -0.32574 0.06431
N -1.76766 0.87872 0.82474
N -0.47976 1.26978 0.55257
C -0.30501 2.47208 1.12528
C 0.96884 3.23996 1.02414
C -1.47374 2.84808 1.77075
C -2.37856 1.81997 1.55977
C -3.79915 1.69348 1.99778
N -2.04653 -0.08688 -1.42587
N -0.77238 0.27541 -1.81489
C -0.84580 0.65750 -3.10283
C 0.32513 1.14166 -3.88270
C -2.15402 0.53179 -3.53959
C -2.88254 0.05109 -2.46489
C -4.33814 -0.26385 -2.37250
H 1.65452 -4.01603 1.88339
H 1.72656 -4.04739 0.11835
H 2.22670 -2.60418 0.98283
H -1.09621 -4.60466 1.72359
H -3.73424 -3.96091 1.70772
H -4.00580 -2.22505 1.90381
H -4.11395 -2.95714 0.30597
H -3.53841 -0.42121 0.25238
H 1.50914 3.01687 0.10325
H 0.75438 4.30681 1.02086
H 1.62294 3.04504 1.87520
H -1.65237 3.76445 2.30847
H -4.03504 2.48307 2.70688
H -4.48022 1.78164 1.15078
H -3.98437 0.73356 2.47816
H 1.09159 1.58978 -3.25235
H 0.78150 0.32847 -4.44843
H -0.00770 1.89376 -4.59573
H -2.53224 0.76366 -4.52141
H -4.78633 -0.21047 -3.36150
H -4.50547 -1.26540 -1.97801
H -4.85342 0.44597 -1.72489
C 4.67187 1.39655 -0.43708
C 3.38551 0.78361 -0.03548
N 2.60118 0.22755 -0.90295
N 3.09325 0.14693 -2.19931
C 2.56053 -0.89187 -2.79953
N 2.98085 -1.17583 -4.03515
S 1.30403 -1.88741 -2.08971
C 2.93038 0.65799 1.36926
C 3.67264 1.04047 2.46149
C 3.15244 0.79935 3.73301
C 1.91394 0.20129 3.85450
C 1.22494 -0.14718 2.70198
N 1.72890 0.06283 1.48854
H 5.27521 0.65569 -0.96464
H 5.22939 1.79828 0.40185
H 4.47732 2.19070 -1.16060
H 3.75273 -0.65635 -4.42194
H 2.63122 -1.97612 -4.53273
H 4.63449 1.51580 2.34259
H 3.71689 1.08182 4.61212
H 1.47597 -0.00212 4.82157
H 0.24486 -0.60428 2.74229
```

Calculated values
HOMO-LUMO gap = 0.2539 hartree
Total energy = -73874.319 eV
Total charge = +2
E_LUMO = -7.4 eV

Here are the Mulliken charges for atoms 1 to 2, given in e:
1. Ti -0.533
2. C -1.529